Entry 1:
12
Properties=species:S:1:pos:R:3:forces:R:3:mulliken_spin:R:1 method="wB97M-V/def2-TZVPD" spin_multiplicity=2 relative_energy_kj_mol=41.5 e_homo_ev="-10.005 / -15.013" e_tot_ev=-16994.61076 total_charge=+1 fmax_ha_per_bohr=0.0648
H 1.332 -0.396 1.075 -0.019 0.742 -1.897 0.00
C 0.188 -1.885 0.850 -1.715 -1.304 -2.543 0.00
C 0.683 -0.666 0.150 1.145 -0.312 2.561 -0.01
O -0.400 0.198 -0.024 -0.832 -0.375 0.130 0.00
C -0.235 1.435 -0.572 0.374 0.723 -0.326 -0.05
O 0.904 1.883 -0.787 -0.003 -0.151 0.015 0.00
O -1.299 2.042 -0.818 -0.246 -0.043 0.100 -0.02
O -1.009 -2.056 1.066 0.891 0.336 0.527 0.00
Mg -0.096 3.678 -1.521 0.023 -0.202 0.078 1.08
H 0.912 -2.722 0.891 -0.120 0.323 0.777 0.00
H 1.214 -0.897 -0.785 0.202 0.214 0.570 0.00
Li -2.194 -0.615 0.476 0.302 0.050 0.009 0.00

Entry 2:
8
Properties=species:S:1:pos:R:3:forces:R:3:nbo_charge:R:1 method="wB97M-V/def2-TZVPD" e_homo_ev=-6.731 e_tot_ev=-5408.24544 fmax_ha_per_bohr=0.0333
C -1.936 -0.612 -0.002 0.942 1.348 0.373 -0.32
C -1.591 0.477 -0.426 -0.842 -0.922 1.169 -0.22
H -2.069 -1.444 0.677 -0.276 0.009 -0.879 0.25
H -1.468 1.544 -0.540 0.173 -0.575 -0.541 0.27
C 1.921 0.397 -0.007 0.191 -0.002 0.098 -0.16
O 1.971 -0.849 -0.109 -0.460 0.136 0.262 -0.75
Li 0.302 -0.408 0.808 0.706 0.190 -0.592 0.86
H 2.871 0.895 -0.402 -0.435 -0.184 0.109 0.06

Entry 3:
10
Properties=species:S:1:pos:R:3:forces:R:3:nbo_charge:R:1 method="wB97M-V/def2-TZVPD" relative_energy_kj_mol=93.7 e_homo_ev=-8.477 e_tot_ev=-9506.28346 fmax_ha_per_bohr=0.0816
H -0.594 0.520 3.225 -0.339 -0.302 -0.291 0.05
O 1.673 -0.310 -1.206 0.895 -0.503 -2.010 -0.60
C 0.764 -0.613 -1.913 -1.275 0.941 3.886 0.66
C -0.570 -0.753 -1.910 0.372 -0.441 -1.904 -0.57
O 0.351 0.075 1.487 0.882 -0.593 -0.217 -0.97
C -0.481 0.787 2.148 0.666 1.513 -0.017 0.64
O -0.993 1.829 1.744 -0.270 -0.580 0.233 -0.69
Li 1.978 0.213 0.685 -1.133 -0.100 0.135 0.96
H -0.976 -1.763 -1.839 0.100 0.283 -0.009 0.26
H -1.153 0.015 -2.421 0.103 -0.218 0.195 0.26